Entry one
14
Properties=species:S:1:pos:R:3 method="wB97M-V/def2-TZVPD" e_homo_ev=-8.07 gap_ev=9.02 e_lumo_ev=0.9
C 1.838 0.065 -1.018
C 1.942 0.412 0.465
C 2.059 -0.496 1.457
N 1.686 -1.853 1.190
H 2.197 1.047 -1.380
H 0.784 0.011 -1.285
H 2.439 -0.814 -1.291
H 1.767 1.468 0.653
H 2.547 -0.212 2.390
H 1.139 -2.022 2.034
H 1.017 -1.965 0.432
O -6.870 1.488 -1.306
H -6.204 0.911 -1.699
H -6.340 1.959 -0.639

Entry two
14
Properties=species:S:1:pos:R:3 method="wB97M-V/def2-TZVPD" e_homo_ev=-9.42 smiles="C=C(C)N.O" gap_ev=9.97 e_lumo_ev=0.6
C -0.887 -1.183 -0.383
C 0.431 -1.155 -0.310
C 1.207 -2.309 0.265
N 1.238 -0.129 -0.919
H -1.538 -0.489 -0.908
H -1.434 -1.968 0.121
H 1.802 -1.970 1.131
H 0.514 -3.074 0.625
H 1.923 -2.701 -0.465
H 1.144 0.770 -0.453
H 0.858 0.043 -1.842
O -1.927 4.778 1.387
H -1.282 4.089 1.165
H -2.049 5.297 0.586

Entry three
14
Properties=species:S:1:pos:R:3 method="wB97M-V/def2-TZVPD" e_homo_ev=-9.16 smiles=C[C@@H](O)CN gap_ev=10.10 e_lumo_ev=0.9
C -0.949 0.873 -0.433
C -0.593 -0.179 0.507
O -0.886 -1.474 -0.117
C 0.802 0.026 0.598
N 1.493 -0.329 -0.630
H -2.078 0.909 -0.641
H -0.694 1.667 0.262
H -0.296 1.096 -1.389
H -1.095 -0.188 1.322
H -1.595 -1.284 -0.885
H 1.092 0.961 0.929
H 1.029 -0.596 1.591
H 2.566 -0.105 -0.437
H 1.204 -1.376 -0.677

Which of them is most stable? Easy: entry two.

Entry one
13
Properties=species:S:1:pos:R:3 method="wB97M-V/def2-TZVPD" e_homo_ev=-8.54 smiles="CN(C=S)/C=C/F" gap_ev=8.89 e_lumo_ev=0.3
C -0.720 -1.231 -0.180
N -0.348 0.190 -0.315
C -1.305 1.055 -0.672
S -1.210 2.695 -0.910
C 0.910 0.646 0.128
C 1.687 -0.109 0.928
F 2.827 0.443 1.458
H 0.059 -1.813 -0.624
H -1.612 -1.405 -0.794
H -0.841 -1.514 0.842
H -2.196 0.514 -0.916
H 1.252 1.653 -0.145
H 1.496 -1.123 1.200

Entry two
13
Properties=species:S:1:pos:R:3 method="wB97M-V/def2-TZVPD" e_homo_ev=-8.72 gap_ev=9.09 e_lumo_ev=0.4
C 1.708 0.975 0.220
C 0.597 0.261 0.091
C -0.667 0.975 -0.138
N -1.868 0.670 -0.391
S -2.361 -0.886 -0.890
C 0.604 -1.227 0.370
F 0.420 -1.892 -0.820
H 2.709 0.615 0.346
H 1.710 2.066 0.119
H -0.574 2.062 0.095
H -3.690 -0.618 -0.842
H 1.609 -1.533 0.770
H -0.197 -1.467 1.072

Which of them is most stable? Easy: entry one.

Entry one
11
Properties=species:S:1:pos:R:3 method="wB97M-V/def2-TZVPD" e_homo_ev=-10.10 smiles="NN(C=O)C(=O)O" gap_ev=10.58 e_lumo_ev=0.5
N -0.254 1.502 -0.157
N -0.152 0.094 -0.208
C -1.046 -1.324 0.013
O -1.971 -1.328 0.746
C 1.036 -0.460 0.096
O 0.917 -1.651 0.446
O 2.111 0.292 0.234
H -0.723 1.817 -1.004
H -0.852 1.773 0.618
H -0.886 -1.934 -0.878
H 1.822 1.218 0.095

Entry two
11
Properties=species:S:1:pos:R:3 method="wB97M-V/def2-TZVPD" e_homo_ev=-9.96 smiles="C[C@H](N=O)[N+](=O)[O-]" gap_ev=9.10 e_lumo_ev=-0.9
C 1.221 0.365 -0.349
C -0.493 0.182 0.219
N -0.205 -0.634 1.395
O -0.246 -0.116 2.484
N -1.209 -0.540 -0.825
O -2.349 -0.246 -0.860
O -0.715 -1.484 -1.340
H 1.857 -0.396 0.021
H 1.788 1.158 0.270
H 1.252 0.629 -1.466
H -0.900 1.082 0.451

Entry three
11
Properties=species:S:1:pos:R:3 method="wB97M-V/def2-TZVPD" e_homo_ev=-9.73 gap_ev=9.97 e_lumo_ev=0.2
C -0.329 0.355 -0.864
C 1.303 0.764 0.787
H 0.314 -2.620 -0.053
H -1.563 -0.946 0.602
H -2.138 1.056 -1.297
H 2.525 0.681 0.929
N -0.819 -0.877 -0.257
N -1.078 1.198 -1.164
O 0.418 -1.438 0.353
O 0.914 0.773 -0.620
O 0.452 1.055 1.582

Which of them is most stable? Easy: entry one.

Entry one
22
Properties=species:S:1:pos:R:3 method="wB97M-V/def2-TZVPD" e_homo_ev=-7.61 smiles=CCN(C)CC.O gap_ev=8.34 e_lumo_ev=0.7
C 0.635 -1.802 -0.294
C -0.453 -1.476 0.774
N -1.012 -0.187 0.540
C -0.777 0.901 1.460
C -1.678 0.277 -0.681
C -0.702 0.825 -1.723
H 0.105 -1.783 -1.240
H 1.511 -1.173 -0.167
H 0.967 -2.844 -0.211
H 0.039 -1.480 1.745
H -1.136 -2.336 0.714
H -1.590 1.253 2.110
H -0.217 1.658 0.901
H -0.086 0.608 2.260
H -2.471 0.960 -0.388
H -2.156 -0.638 -1.054
H -1.022 0.510 -2.718
H 0.286 0.428 -1.528
H -0.551 1.902 -1.792
O 3.332 1.654 0.079
H 3.634 0.747 0.241
H 3.341 1.997 0.972

Entry two
22
Properties=species:S:1:pos:R:3 method="wB97M-V/def2-TZVPD" e_homo_ev=-8.51 smiles=CCN(C)CC.O gap_ev=9.43 e_lumo_ev=0.9
C 1.288 2.013 0.396
C 0.075 1.214 -0.131
N 0.215 -0.201 0.313
C -0.995 -0.808 0.883
C 0.740 -1.112 -0.738
C 1.486 -2.253 -0.098
H 2.197 1.840 -0.174
H 1.083 3.072 0.260
H 1.292 1.705 1.439
H -0.813 1.555 0.375
H -0.035 1.214 -1.219
H -1.157 -1.855 0.637
H -1.895 -0.269 0.583
H -1.053 -0.779 1.976
H 1.267 -0.530 -1.490
H -0.083 -1.547 -1.331
H 2.578 -2.266 -0.206
H 1.409 -2.197 0.996
H 1.201 -3.289 -0.289
O -3.251 1.289 -0.873
H -3.107 2.236 -0.838
H -2.442 0.967 -0.471

Entry three
22
Properties=species:S:1:pos:R:3 method="wB97M-V/def2-TZVPD" e_homo_ev=-9.03 smiles=CNCC(C)C.O gap_ev=9.88 e_lumo_ev=0.8
C -0.146 0.059 3.313
N -0.518 -0.650 2.061
C 0.229 -0.113 0.911
C 0.028 -0.994 -0.337
C -1.435 -0.976 -0.759
C 0.924 -0.435 -1.455
H 0.930 0.280 3.342
H -0.424 -0.551 4.158
H -0.641 1.031 3.301
H -0.152 -1.595 2.187
H 1.287 0.056 1.136
H -0.240 0.853 0.677
H 0.386 -1.975 -0.058
H -1.580 -1.560 -1.664
H -1.716 0.042 -0.947
H -2.078 -1.346 0.030
H 1.896 -0.923 -1.494
H 1.168 0.604 -1.246
H 0.494 -0.481 -2.454
O 0.784 2.936 -3.267
H 0.521 2.114 -3.695
H 0.284 3.624 -3.739

Entry four
22
Properties=species:S:1:pos:R:3 method="wB97M-V/def2-TZVPD" e_homo_ev=-8.54 smiles=CCNC(C)C.O gap_ev=9.39 e_lumo_ev=0.9
C -0.034 -1.201 1.162
C 0.458 0.183 1.610
N -0.260 1.348 1.168
C -0.468 1.617 -0.260
C 0.881 1.720 -0.957
C -1.457 0.747 -1.038
H 0.545 -1.980 1.660
H -1.090 -1.388 1.351
H 0.114 -1.292 0.079
H 1.483 0.261 1.235
H 0.546 0.222 2.695
H -1.135 1.440 1.668
H -0.898 2.617 -0.227
H 1.342 0.739 -1.039
H 1.528 2.416 -0.429
H 0.792 2.103 -1.980
H -1.720 1.310 -1.926
H -2.327 0.523 -0.421
H -1.032 -0.204 -1.342
O 1.204 -3.492 -1.137
H 1.099 -4.448 -1.245
H 0.428 -3.239 -0.627

Which of them is most stable? Easy: entry four.

Entry one
22
Properties=species:S:1:pos:R:3 method="wB97M-V/def2-TZVPD" e_homo_ev=-8.85 smiles=CC(C)[C@H](C)N.O gap_ev=9.72 e_lumo_ev=0.9
C -0.865 2.153 -1.624
C -0.107 1.278 -0.633
C 0.543 0.084 -1.366
C -0.966 0.845 0.534
C -0.215 -0.104 1.525
N -2.243 0.263 0.138
H -1.563 2.840 -1.144
H -1.435 1.503 -2.299
H -0.228 2.677 -2.338
H 0.751 1.775 -0.171
H 1.465 -0.259 -0.906
H -0.116 -0.803 -1.289
H 0.695 0.134 -2.444
H -1.094 1.778 1.109
H 0.837 0.121 1.698
H -0.683 -0.227 2.500
H -0.199 -1.027 0.930
H -2.206 -0.106 -0.799
H -2.552 -0.361 0.863
O 3.263 -3.935 1.639
H 2.850 -4.210 2.471
H 4.067 -4.420 1.607

Entry two
22
Properties=species:S:1:pos:R:3 method="wB97M-V/def2-TZVPD" e_homo_ev=-8.36 smiles=CCN(C)CC.O gap_ev=9.19 e_lumo_ev=0.8
C -1.716 -1.665 0.441
C -0.495 -1.085 -0.255
N -0.708 0.338 -0.514
C -1.011 1.084 0.700
C 0.383 0.869 -1.306
C 0.061 2.219 -1.989
H -2.628 -1.136 0.183
H -2.009 -2.704 0.266
H -1.544 -1.659 1.521
H 0.440 -1.279 0.292
H -0.437 -1.638 -1.197
H -2.061 1.378 0.641
H -0.464 2.032 0.754
H -0.774 0.544 1.616
H 0.681 0.210 -2.112
H 1.216 1.015 -0.582
H -0.704 2.790 -1.468
H 0.905 2.910 -1.992
H -0.238 1.975 -3.004
O 2.965 -1.436 2.359
H 3.375 -2.301 2.273
H 2.137 -1.526 1.898

Which of them is most stable? Easy: entry one.

Entry one
21
Properties=species:S:1:pos:R:3 method="wB97M-V/def2-TZVPD" e_homo_ev=-8.97 smiles="C=C(C)C.O.O.O" gap_ev=9.38 e_lumo_ev=0.4
C 0.727 -0.012 1.242
C 0.908 1.296 1.016
C 0.733 1.973 -0.316
C 1.497 2.220 2.154
H 0.736 -0.404 2.304
H 0.447 -0.676 0.479
H 0.853 1.230 -1.134
H -0.268 2.472 -0.313
H 1.480 2.717 -0.314
H 2.663 2.088 2.158
H 1.352 3.276 1.983
H 0.865 2.079 3.108
O -0.461 -3.756 -0.640
H -0.484 -3.313 -1.514
H -0.431 -4.727 -0.585
O -1.675 -0.287 -0.694
H -1.937 -0.886 0.064
H -2.526 0.156 -0.999
O -1.499 -2.170 -2.835
H -1.469 -1.931 -1.930
H -1.511 -1.343 -3.234

Entry two
21
Properties=species:S:1:pos:R:3 method="wB97M-V/def2-TZVPD" e_homo_ev=-8.69 smiles="C/C=C/C.O.O.O" gap_ev=9.33 e_lumo_ev=0.6
C -0.290 -2.335 -0.992
C 0.249 -0.891 -0.932
C 1.324 -0.500 -0.221
C 1.973 0.844 -0.463
H 0.588 -2.954 -1.310
H -0.716 -2.809 -0.051
H -1.060 -2.641 -1.685
H -0.083 -0.218 -1.701
H 1.777 -1.264 0.353
H 1.444 1.738 -0.063
H 3.100 0.743 -0.310
H 1.897 1.062 -1.516
O -0.917 -0.184 2.265
H -0.814 -0.163 3.246
H -0.383 0.593 1.959
O -2.065 0.962 -0.573
H -2.593 0.480 -1.257
H -1.978 0.274 0.132
O -0.178 2.296 1.103
H -0.706 2.766 1.775
H -0.571 2.202 0.241

Which of them is most stable? Easy: entry two.

Entry one
21
Properties=species:S:1:pos:R:3 method="wB97M-V/def2-TZVPD" e_homo_ev=-10.34 smiles=CCCCO.O.O gap_ev=10.84 e_lumo_ev=0.5
C 1.922 -0.531 1.343
C 0.725 0.364 1.385
C -0.319 -0.319 0.417
C -1.664 0.418 0.401
O -1.727 1.457 -0.591
H 2.374 -0.499 0.345
H 1.820 -1.501 1.849
H 2.794 -0.057 1.848
H 0.368 0.726 2.368
H 0.759 1.384 0.937
H 0.217 -0.206 -0.550
H -0.481 -1.330 0.817
H -1.815 0.912 1.386
H -2.363 -0.325 0.085
H -0.866 1.658 -0.954
O 2.448 -0.066 -2.080
H 2.658 0.690 -1.520
H 1.918 0.338 -2.779
O -2.716 -1.099 -1.854
H -3.183 -1.787 -1.374
H -2.867 -0.226 -1.480

Entry two
21
Properties=species:S:1:pos:R:3 method="wB97M-V/def2-TZVPD" e_homo_ev=-8.79 smiles="C/C=C/C.O.O.O" gap_ev=9.33 e_lumo_ev=0.5
C -0.229 -1.820 -1.791
C 0.447 -0.719 -1.071
C 0.747 0.586 -1.388
C 1.803 1.334 -0.604
H -0.834 -1.381 -2.634
H -0.886 -2.519 -1.275
H 0.624 -2.488 -2.274
H 0.601 -1.042 -0.016
H 0.533 0.719 -2.578
H 1.609 1.235 0.484
H 1.944 2.293 -0.971
H 2.705 0.797 -0.768
O -2.015 0.951 0.297
H -2.475 1.101 1.148
H -1.165 1.453 0.462
O -0.718 -1.231 1.963
H -0.842 -2.195 1.745
H -1.300 -0.859 1.264
O -0.038 1.579 2.455
H -0.421 1.547 3.381
H -0.089 0.659 2.168

Which of them is most stable? Easy: entry one.

Entry one
19
Properties=species:S:1:pos:R:3 method="wB97M-V/def2-TZVPD" e_homo_ev=-8.40 smiles=CCN(C)C.O gap_ev=9.30 e_lumo_ev=0.9
C -1.462 -1.867 -1.251
C -1.517 -0.928 0.002
N -0.394 -0.014 0.138
C 0.860 -0.591 0.579
C -0.118 0.880 -1.167
H -0.586 -2.594 -1.232
H -2.325 -2.477 -1.498
H -1.402 -1.162 -2.184
H -1.759 -1.474 1.017
H -2.524 -0.229 0.023
H 1.775 -0.218 -0.092
H 0.878 -1.783 0.394
H 1.024 -0.229 1.589
H 0.809 1.282 -1.168
H -0.311 0.200 -1.962
H -0.984 1.694 -1.211
O 2.264 2.148 1.641
H 1.411 1.858 1.207
H 2.057 3.092 2.042

Entry two
19
Properties=species:S:1:pos:R:3 method="wB97M-V/def2-TZVPD" e_homo_ev=-9.11 smiles=CCCCN.O gap_ev=9.85 e_lumo_ev=0.7
C 1.551 0.072 0.801
C 0.980 1.038 -0.239
C -0.475 0.795 -0.565
C -0.765 -0.510 -1.291
N -0.477 -0.369 -2.729
H 0.810 -0.233 1.545
H 2.336 0.568 1.378
H 1.962 -0.806 0.313
H 1.125 2.051 0.079
H 1.578 0.992 -1.154
H -1.101 0.868 0.321
H -0.941 1.577 -1.184
H -1.830 -0.718 -1.240
H -0.188 -1.314 -0.877
H -0.425 -1.277 -3.173
H 0.350 0.135 -3.013
O -1.360 -1.265 3.907
H -2.245 -1.114 3.540
H -0.884 -0.491 3.583

Which of them is most stable? Easy: entry two.

Entry one
19
Properties=species:S:1:pos:R:3 method="wB97M-V/def2-TZVPD" e_homo_ev=-8.14 smiles=CCNCC.O gap_ev=8.99 e_lumo_ev=0.9
C 2.321 -0.495 0.057
C 1.094 -1.289 0.642
N -0.059 -0.553 0.115
C -1.268 -0.975 0.928
C -2.502 -0.100 0.690
H 2.570 0.399 0.776
H 2.092 -0.098 -1.011
H 3.066 -1.263 0.101
H 1.002 -2.291 0.405
H 1.214 -1.089 1.807
H 0.222 -0.149 -0.850
H -1.550 -2.064 0.843
H -0.966 -0.842 1.863
H -3.458 -0.509 1.312
H -2.318 0.865 1.043
H -2.811 0.078 -0.386
O 0.368 2.691 -2.102
H 0.056 2.976 -1.253
H 0.484 3.493 -2.548

Entry two
19
Properties=species:S:1:pos:R:3 method="wB97M-V/def2-TZVPD" e_homo_ev=-9.51 smiles=CC[C@H](C)N.O gap_ev=10.41 e_lumo_ev=0.9
C -1.660 0.265 1.468
C -0.110 -0.224 1.413
C 0.088 -1.166 0.259
C 1.447 -1.871 0.067
N -0.183 -0.362 -0.934
H -2.108 0.653 2.452
H -1.565 1.140 0.812
H -2.416 -0.208 0.739
H 0.120 -0.814 2.417
H 0.712 0.525 1.410
H -0.602 -1.969 0.212
H 1.291 -2.426 -0.865
H 2.212 -1.069 -0.198
H 1.757 -2.568 0.887
H -1.036 0.105 -0.680
H -0.525 -0.899 -1.742
O 0.526 2.877 -1.720
H -0.278 2.977 -2.273
H 0.916 2.043 -2.115

Which of them is most stable? Easy: entry two.

Entry one
19
Properties=species:S:1:pos:R:3 method="wB97M-V/def2-TZVPD" e_homo_ev=-6.81 gap_ev=7.60 e_lumo_ev=0.8
C -1.910 -0.219 -0.268
C -1.326 1.055 -0.251
N -0.560 -1.454 0.313
O -2.918 -0.610 0.617
H -3.014 0.098 1.265
H -2.129 -0.628 -1.252
H -1.021 -2.347 0.174
H -0.395 -1.314 1.306
H 0.377 0.536 -0.576
H -1.485 1.688 -1.113
H -1.291 1.563 0.710
C 1.586 0.306 -0.812
C 2.366 0.477 0.489
H 2.009 1.354 1.033
H 1.790 1.141 -1.485
H 1.938 -0.578 -1.356
H 0.318 -1.285 -0.262
H 2.228 -0.388 1.143
H 3.438 0.606 0.326

Entry two
19
Properties=species:S:1:pos:R:3 method="wB97M-V/def2-TZVPD" e_homo_ev=-7.93 gap_ev=8.03 e_lumo_ev=0.1
C 1.407 -0.099 1.673
C 0.075 0.279 0.949
N -0.178 -0.379 -0.381
C -1.066 0.575 -0.564
C -2.440 0.509 -0.044
H 2.228 0.278 1.069
H 1.549 -1.135 1.973
H 1.418 0.413 2.635
H -0.694 -0.038 1.669
H 0.098 1.385 1.030
H 0.431 0.118 -3.392
H -0.720 1.365 -1.250
H -0.152 0.283 -3.806
H -2.730 1.248 0.716
H -3.310 0.450 -0.673
H -2.474 -0.479 0.433
H 1.509 -1.231 -0.494
H 2.632 -1.982 -1.188
O 2.416 -1.558 -0.354

Entry three
19
Properties=species:S:1:pos:R:3 method="wB97M-V/def2-TZVPD" e_homo_ev=-8.47 smiles=CCCNC.O gap_ev=9.13 e_lumo_ev=0.7
C 1.183 0.862 -1.134
C 0.754 2.131 -0.211
C -0.742 2.137 0.058
N -1.067 0.814 0.668
C -1.344 -0.300 -0.336
H 0.335 0.707 -1.853
H 2.173 1.200 -1.585
H 1.470 0.062 -0.548
H 1.204 2.186 0.770
H 1.095 2.978 -0.688
H -0.802 2.932 0.773
H -1.296 2.242 -0.855
H -0.400 0.476 1.308
H -2.463 -0.392 -0.405
H -0.945 -0.231 -1.308
H -1.060 -1.218 0.086
O 0.839 -4.643 0.944
H 1.131 -4.284 0.120
H 1.213 -4.193 1.691

Which of them is most stable? Easy: entry three.

Entry one
19
Properties=species:S:1:pos:R:3 method="wB97M-V/def2-TZVPD" e_homo_ev=-9.79 smiles=CC[C@H](C)N.O gap_ev=10.68 e_lumo_ev=0.9
C 1.876 0.110 -0.941
C 0.381 0.272 -1.111
C -0.474 -0.654 -0.228
C -1.864 -0.766 -0.701
N -0.528 -0.292 1.172
H 2.335 -0.442 -0.100
H 2.380 -0.155 -1.710
H 2.295 1.100 -0.603
H 0.008 0.075 -2.143
H -0.131 1.252 -0.968
H 0.062 -1.750 -0.295
H -2.350 -1.518 -0.088
H -2.447 0.174 -0.464
H -2.143 -0.941 -1.779
H -0.690 -1.138 1.746
H -1.363 0.439 1.304
O 1.100 1.414 2.662
H 0.737 0.696 2.136
H 0.817 2.125 2.112

Entry two
19
Properties=species:S:1:pos:R:3 method="wB97M-V/def2-TZVPD" e_homo_ev=-9.13 gap_ev=7.30 e_lumo_ev=-1.8
C 0.611 1.481 -1.737
C 0.706 0.007 -1.544
N 0.237 -0.640 -0.200
C 1.104 -0.305 0.872
C 0.408 -0.716 2.132
H 1.344 1.689 -2.585
H 0.910 2.125 -0.861
H -0.379 1.807 -2.118
H 0.136 -0.568 -2.346
H 1.747 -0.332 -1.709
H -0.809 1.045 0.297
H 2.120 -0.792 0.879
H 1.190 0.800 0.887
H -0.290 0.157 2.395
H -0.238 -1.605 1.711
H 0.972 -1.001 3.063
H -3.064 0.605 0.390
H -1.479 -0.221 0.123
O -2.599 -0.253 0.366

Which of them is most stable? Easy: entry one.